(1)
The following is a DFT calculation (the ωB97M-V functional and the def2-TZVPD basis) of C30H50ClF5OP2Si2Sn as an isolated structure in a non-equilibrium geometry.

```
92
C30H50ClF5OP2Si2Sn, DFT the ωB97M-V functional and the def2-TZVPD basis
Sn 0.01 0.12 -1.17
C -1.81 0.09 2.01
C -2.20 1.26 1.32
C -2.82 0.82 0.11
Si -1.67 3.00 1.86
C -2.80 -0.59 0.08
C -2.17 -1.06 1.27
Si -1.60 -2.79 1.78
H -1.32 0.07 2.97
H -3.21 1.49 -0.67
H -3.22 -1.24 -0.70
Cl 0.72 0.15 -3.92
C -1.29 -2.73 3.62
C -3.06 -3.94 1.42
C -1.41 2.91 3.72
C -3.11 4.15 1.49
H -3.97 -3.62 1.97
H -2.83 -4.97 1.76
H -3.32 -4.00 0.34
H -0.38 -2.15 3.85
H -1.14 -3.74 4.03
H -2.13 -2.29 4.18
H -4.03 3.80 2.00
H -3.34 4.24 0.42
H -2.89 5.16 1.87
H -2.29 2.52 4.25
H -1.26 3.92 4.13
H -0.53 2.29 3.97
C -0.03 -3.29 0.86
C -0.10 3.53 0.98
P 0.14 -2.65 -0.86
H 0.00 -4.40 0.88
H 0.79 -2.92 1.51
P 0.15 2.87 -0.75
H 0.74 3.15 1.59
H -0.07 4.64 0.96
C 1.75 3.44 -1.33
C -1.17 3.74 -1.71
C -1.20 -3.51 -1.81
C 1.76 -3.25 -1.52
C 2.82 -2.16 -1.46
H 1.49 -3.45 -2.58
C 2.24 -4.55 -0.86
H 2.48 -4.36 0.20
H 3.16 -4.85 -1.39
H 1.53 -5.38 -0.95
H 2.58 -1.31 -2.11
H 3.76 -2.60 -1.82
H 2.95 -1.80 -0.43
H -2.13 -3.27 -1.27
C -1.02 -5.03 -1.81
C -1.29 -2.95 -3.23
H -0.99 -5.47 -0.79
H -0.12 -5.35 -2.36
H -1.90 -5.48 -2.30
H -1.50 -1.88 -3.23
H -2.11 -3.46 -3.74
H -0.36 -3.12 -3.80
H -2.11 3.49 -1.19
C -1.24 3.22 -3.14
C -1.00 5.27 -1.68
H -0.99 5.69 -0.67
H -1.87 5.71 -2.19
H -0.09 5.60 -2.22
H -1.44 2.15 -3.18
H -0.31 3.41 -3.70
H -2.05 3.73 -3.65
C 2.84 2.34 -1.22
C 2.26 4.73 -0.66
H 1.55 3.63 -2.40
H 2.48 4.56 0.41
H 1.54 5.56 -0.77
H 3.18 5.03 -1.18
H 2.97 1.99 -0.18
H 3.78 2.77 -1.59
H 2.58 1.48 -1.86
C 0.78 0.14 -6.00
H -0.28 0.14 -6.30
H 1.33 1.08 -6.19
H 1.34 -0.79 -6.20
F 2.92 -1.25 6.30
C 2.71 -1.01 4.99
C 2.18 0.18 4.52
F 1.82 1.06 5.46
C 1.98 0.50 3.16
F 1.50 1.71 2.84
C 2.18 -0.43 2.07
O 1.72 -0.26 0.87
C 2.82 -1.58 2.64
F 3.13 -2.58 1.77
C 3.04 -1.91 3.95
F 3.50 -3.09 4.36
```

Calculated values
2S+1: 1
highest occupied orbital energy: -6.968 eV
LUMO energy: -1.23 eV



(2)
The following is a DFT calculation (the ωB97M-V functional and the def2-TZVPD basis) of a 15-piece molecular cluster, C20H74N4O15 overall in a non-equilibrium geometry.

```
113
C20H74N4O15, DFT the ωB97M-V functional and the def2-TZVPD basis
C -0.62 1.08 -0.72
C -1.37 0.10 -1.54
O -1.41 -1.19 -0.90
H 0.43 0.80 -0.64
H -0.99 1.20 0.30
H -0.66 2.03 -1.24
H -0.83 0.05 -2.48
H -2.39 0.40 -1.76
H -2.12 -1.72 -1.26
C -4.88 2.97 -2.93
C -6.17 2.85 -2.04
O -5.86 3.19 -0.72
H -4.02 2.54 -2.41
H -4.72 4.04 -2.95
H -5.09 2.49 -3.89
H -6.46 1.80 -2.02
H -6.95 3.50 -2.46
H -6.39 3.86 -0.29
C -0.84 -1.87 6.38
C -0.44 -2.81 5.15
C -0.83 -2.31 3.83
O -2.27 -2.27 3.78
C -2.68 -2.20 2.39
N 0.99 -2.92 5.33
H -0.46 -2.23 7.34
H -1.92 -1.88 6.50
H -0.40 -0.88 6.31
H -0.87 -3.80 5.30
H -0.43 -2.91 3.01
H -0.42 -1.32 3.62
H -2.36 -1.30 1.87
H -3.76 -2.29 2.38
H -2.39 -3.10 1.84
H 1.34 -3.69 4.79
H 1.09 -3.39 6.22
C 4.19 -2.77 -4.98
C 4.79 -1.39 -5.05
C 4.60 -0.44 -3.86
O 3.18 -0.12 -3.69
C 2.91 0.67 -2.53
N 6.22 -1.64 -5.17
H 4.64 -3.39 -4.21
H 4.27 -3.15 -6.00
H 3.14 -2.77 -4.70
H 4.51 -0.92 -6.00
H 5.14 0.48 -4.08
H 5.00 -0.82 -2.91
H 3.29 0.28 -1.58
H 1.85 0.87 -2.39
H 3.44 1.62 -2.61
H 6.64 -0.92 -5.73
H 6.39 -2.51 -5.65
C 5.23 -4.13 -0.18
C 4.53 -2.89 0.30
C 3.51 -2.34 -0.70
O 2.40 -3.24 -0.90
C 1.42 -2.77 -1.85
N 3.79 -3.18 1.51
H 5.81 -3.81 -1.04
H 4.59 -5.00 -0.32
H 5.94 -4.57 0.52
H 5.24 -2.12 0.58
H 3.96 -2.15 -1.67
H 3.19 -1.37 -0.32
H 1.47 -3.20 -2.85
H 1.52 -1.69 -1.89
H 0.46 -3.03 -1.41
H 3.25 -2.35 1.71
H 3.04 -3.81 1.29
C 0.10 1.68 3.25
C 0.51 3.12 3.70
C -0.05 3.54 5.11
O 0.52 4.78 5.63
C 0.07 5.12 6.89
N 1.95 3.22 3.63
H -0.95 1.50 2.99
H 0.43 1.04 4.07
H 0.60 1.41 2.32
H 0.18 3.81 2.92
H 0.07 2.74 5.84
H -1.12 3.67 4.99
H 0.41 6.13 7.14
H 0.45 4.38 7.60
H -1.01 5.17 6.95
H 2.07 3.84 4.42
H 2.30 2.33 3.95
O -3.32 0.21 -4.67
H -3.08 -0.72 -4.61
H -2.49 0.68 -4.61
O -3.30 -3.05 -1.61
H -3.37 -3.76 -0.97
H -2.84 -3.44 -2.35
O -4.59 0.67 0.19
H -4.57 0.00 -0.49
H -5.20 1.33 -0.13
O -0.80 1.42 -4.62
H -0.14 1.57 -5.29
H -0.76 2.21 -4.08
O -3.23 2.90 0.64
H -3.77 3.35 0.00
H -3.59 2.01 0.68
O 0.58 -1.64 0.96
H 0.61 -2.59 1.09
H -0.16 -1.51 0.36
O -1.72 4.68 -1.14
H -2.41 5.22 -1.55
H -2.17 4.24 -0.42
O -4.82 -0.94 -2.44
H -4.23 -1.69 -2.33
H -4.49 -0.49 -3.22
O 0.12 3.77 -3.19
H -0.27 3.84 -2.32
H 1.04 4.03 -3.06
```

Calculated values
2S+1: 1
highest occupied orbital energy: -8.942 eV
LUMO energy: -0.27 eV